(1)
Formula: C6H11NO
Source: the Open Molecules 2025 dataset
Level of theory: the ωB97M-V functional and the def2-TZVPD basis

Computed properties:
Total energy = -364.9287 Ha
ΔE to the lowest compared entry with this formula, charge and spin = 8.237 eV
Highest occupied orbital energy = -7.348 eV
Molar mass = 113.16 g mol⁻¹

Each line ends with the Mulliken charge.
Geometry (Å):
C  2.007  0.021  0.234  -0.941
C  0.672  0.305  -0.430  0.583
C  0.032  -0.884  -1.051  -0.413
C  -0.505  -0.617  1.243  -1.410
C  -0.900  0.620  0.564  1.033
C  -0.031  1.610  -0.105  -0.950
H  2.266  1.001  0.904  0.223
H  2.923  -0.342  -0.860  0.279
H  1.835  -1.099  1.048  0.200
H  -0.843  -0.646  -1.621  0.215
H  0.676  -1.437  -1.881  0.347
H  -1.422  -1.040  1.614  0.571
H  0.256  -0.370  1.956  0.355
H  -2.350  -0.816  -0.010  0.304
H  -2.188  0.618  -1.161  0.291
H  0.398  2.291  0.605  0.280
H  -0.380  2.237  -0.927  0.257
N  -2.128  0.273  -0.199  -0.764
O  -0.320  -1.723  0.076  -0.460

(2)
Formula: C6H11NO
Source: the Open Molecules 2025 dataset
Level of theory: the ωB97M-V functional and the def2-TZVPD basis

Computed properties:
SMILES = C[C@H]1CC[C@]2(C)ON12
Total energy = -365.1280 Ha
ΔE to the lowest compared entry with this formula, charge and spin = 2.815 eV
Highest occupied orbital energy = -9.313 eV
Molar mass = 113.16 g mol⁻¹

Each line ends with the Mulliken charge.
Geometry (Å):
C  0.364  0.104  -1.486  -0.772
C  -1.010  0.248  -0.818  -0.785
C  1.361  -0.164  -0.340  0.312
C  -0.725  0.883  0.514  1.234
C  1.508  -1.648  -0.014  -1.433
C  -1.697  0.883  1.643  -1.378
N  0.872  0.492  0.861  -0.558
O  0.322  1.791  0.524  -0.421
H  0.382  -0.690  -2.229  0.392
H  0.623  1.045  -1.971  0.318
H  -1.677  0.873  -1.414  0.357
H  -1.493  -0.720  -0.662  0.304
H  2.345  0.257  -0.582  0.394
H  0.531  -2.098  0.159  0.290
H  2.106  -1.763  0.887  0.377
H  2.002  -2.167  -0.836  0.367
H  -2.446  1.657  1.476  0.324
H  -1.172  1.099  2.570  0.385
H  -2.195  -0.081  1.718  0.293

(3)
Formula: C6H11NO
Source: the Open Molecules 2025 dataset
Level of theory: the ωB97M-V functional and the def2-TZVPD basis

Computed properties:
Total energy = -365.0635 Ha
ΔE to the lowest compared entry with this formula, charge and spin = 4.571 eV
Highest occupied orbital energy (alpha / beta) = -7.668 / -7.665 eV
Molar mass = 113.16 g mol⁻¹

Each line ends with the Mulliken charge.
Geometry (Å):
C  -1.060  0.302  0.825  -0.807
C  -2.267  0.611  -0.041  -0.970
C  0.075  -1.671  -0.785  -0.990
C  0.413  1.346  0.024  0.484
C  1.406  0.374  0.044  0.075
N  2.776  0.589  0.028  -0.507
C  0.810  -0.892  0.265  -0.112
O  0.240  2.527  0.052  -0.563
H  3.090  1.512  0.289  0.234
H  3.324  0.133  -0.688  0.206
H  -0.955  0.977  1.675  0.410
H  -1.162  -0.681  1.292  0.444
H  1.322  -1.534  0.990  0.267
H  -3.194  0.529  0.537  0.335
H  -2.348  -0.086  -0.878  0.246
H  -2.209  1.623  -0.444  0.278
H  0.806  -2.294  -1.316  0.346
H  -0.668  -2.347  -0.355  0.327
H  -0.399  -1.018  -1.515  0.298

(4)
Formula: C6H11NO
Source: the Open Molecules 2025 dataset
Level of theory: the ωB97M-V functional and the def2-TZVPD basis

Computed properties:
SMILES = NC1(C2(O)CC2)CC1
Total energy = -364.9416 Ha
ΔE to the lowest compared entry with this formula, charge and spin = 7.888 eV
Highest occupied orbital energy = -8.720 eV
Molar mass = 113.16 g mol⁻¹

Each line ends with the Mulliken charge.
Geometry (Å):
C  0.396  -0.400  0.033  0.016
C  1.422  0.985  0.046  -0.865
C  1.618  -0.155  -1.009  -0.418
C  -1.049  -0.417  -0.237  0.035
C  -1.724  0.496  0.903  -0.843
C  -1.516  0.927  -0.322  0.065
H  1.819  -1.916  0.744  0.291
H  0.681  -0.966  1.930  0.263
H  1.441  2.181  -0.510  0.209
H  2.158  0.823  0.795  0.356
H  2.358  -0.987  -1.337  0.332
H  1.121  0.636  -1.791  0.223
H  -1.323  -2.109  -0.195  0.432
H  -0.920  0.779  1.541  0.307
H  -2.839  0.429  1.187  0.243
H  -2.393  0.862  -1.020  0.272
H  -0.613  1.628  -0.830  0.112
N  0.895  -1.325  1.012  -0.471
O  -1.533  -1.472  -0.939  -0.558

(5)
Formula: C6H11NO
Source: the Open Molecules 2025 dataset
Level of theory: the ωB97M-V functional and the def2-TZVPD basis

Computed properties:
SMILES = Cc1cc[nH]c1C.O
Total energy = -365.2131 Ha
ΔE to the lowest compared entry with this formula, charge and spin = 0.498 eV
Highest occupied orbital energy = -8.003 eV
Molar mass = 113.16 g mol⁻¹

Each line ends with the Mulliken charge.
Geometry (Å):
C  -0.661  -0.455  -1.581  -0.429
C  -1.688  0.345  -1.172  -0.767
N  -1.255  1.112  -0.127  -0.013
C  0.073  0.854  0.099  0.206
C  0.450  -0.157  -0.732  0.887
C  1.730  -0.945  -0.610  -1.209
C  0.785  1.550  1.192  -1.534
H  -0.747  -1.120  -2.430  0.395
H  -2.678  0.445  -1.584  0.405
H  -1.740  1.877  0.326  0.191
H  1.909  -1.493  -1.522  0.371
H  2.560  -0.315  -0.351  0.336
H  1.545  -1.663  0.193  0.185
H  0.223  2.443  1.469  0.378
H  1.809  1.850  0.975  0.346
H  0.853  0.971  2.117  0.283
H  -0.682  -2.404  0.983  0.312
H  -1.512  -1.147  1.112  0.305
O  -0.976  -1.749  1.644  -0.647

(6)
Formula: C6H11NO
Source: the Open Molecules 2025 dataset
Level of theory: the ωB97M-V functional and the def2-TZVPD basis

Computed properties:
SMILES = CCc1cc[nH]c1.O
Total energy = -365.1918 Ha
ΔE to the lowest compared entry with this formula, charge and spin = 1.079 eV
Highest occupied orbital energy = -8.319 eV
Molar mass = 113.16 g mol⁻¹

Each line ends with the Mulliken charge.
Geometry (Å):
C  2.713  -0.200  0.271  -1.007
C  1.792  0.960  -0.206  -0.409
C  0.351  0.764  0.212  0.539
C  -0.684  0.774  -0.685  -0.800
N  -1.813  0.302  -0.053  -0.050
C  -1.468  -0.059  1.220  -0.470
C  -0.167  0.283  1.456  -0.705
H  2.229  -0.808  1.030  0.343
H  3.071  -0.787  -0.564  0.281
H  3.583  0.236  0.772  0.259
H  2.192  1.908  0.150  0.307
H  1.784  0.938  -1.294  0.244
H  -0.626  1.110  -1.707  0.386
H  -2.759  0.520  -0.306  0.307
H  -2.201  -0.516  1.862  0.392
H  0.297  0.198  2.427  0.412
H  -2.128  -1.563  -1.828  0.306
H  -3.488  -1.785  -1.272  0.302
O  -2.678  -2.275  -1.484  -0.635

Strongest force on any atom values, unit eV/Å, following the record order: 4.815 3.886 2.232 13.449 1.324 1.191.